{
  "formula": "C4H5N3O4",
  "method": "ωB97M-V/def2-TZVPD",
  "e_tot_ev": -16885.470,
  "smiles": "O=C1NCN=C[C@]1(O)[N+](=O)[O-]",
  "homo_lumo_gap_ev": 10.273,
  "lumo_energy_ha": -0.0061,
  "homo_energy_ha": -0.3836,
  "relative_energy_ev": 4.625,
  "symbols": ["H", "O", "O", "O", "N", "H", "C", "C", "H", "C", "H", "H", "C", "O", "N", "N"],
  "coordinates": [[-2.8346, -0.0068, -0.4120], [0.8211, -2.1625, -0.3436], [1.6318, -0.6979, 1.5456], [2.6495, 0.4823, -0.6055], [-1.0128, -0.8150, -0.8863], [1.9959, -1.3957, 1.0425], [0.1346, -1.1589, -0.3159], [-1.8070, 0.3387, -0.5136], [-1.6518, 1.2281, -1.1084], [0.7759, -0.0928, 0.6495], [-0.0305, 1.5575, 2.1006], [-1.1986, -1.2975, -1.7157], [-0.3287, 0.9246, 1.2799], [0.7909, 1.4657, -1.0454], [-1.4340, 0.9554, 0.7305], [1.4983, 0.6747, -0.4022]],
  "forces_ev_per_angstrom": [[-0.1, 0.4, -0.3], [-0.9, -0.4, -1.4], [-1.5, 2.5, 0.3], [1.3, -0.5, 0.0], [0.7, 0.1, 0.3], [1.0, -1.9, -0.8], [1.2, 0.3, 2.7], [0.6, 0.2, 1.6], [-0.4, -0.2, -1.2], [-1.6, 0.6, 1.2], [-0.1, 0.0, 0.4], [-0.8, -0.9, -1.3], [2.4, -2.6, -1.5], [0.6, -0.6, 0.4], [-1.7, 0.7, 0.5], [-0.7, 2.3, -0.9]],
  "mulliken_charge": [0.3491, -0.6386, -0.5497, -0.6186, -0.1153, 0.3863, 0.4952, -0.3946, 0.3365, 0.2535, 0.4118, 0.2163, -0.0989, -0.5819, -0.5334, 1.0824]
}